Density functional theory data (ωB97M-V/def2-TZVPD) for 13 unconnected molecules or ions with the total composition C44H123N9O13.

The energy above the lowest of the compared OMol25 structures with the same formula, charge and spin comes out at 36.40 kcal/mol. Its charge is 0. For the HOMO energy, the calculation gives -8.853 eV. For the orbital gap, the calculation gives 9.4 eV. Its multiplicity is 1.

Last column: Mulliken charge in e.
Positions of all 189 atoms, in Å:
C (8.53407, 19.51831, 13.34396)  -0.856
C (9.20753, 19.80959, 11.98580)  0.801
C (8.80272, 18.79247, 10.91226)  -1.104
O (9.22442, 17.48038, 11.30801)  0.178
C (8.62550, 16.48157, 10.49825)  -0.587
N (8.94988, 21.15635, 11.42903)  -0.786
H (8.74086, 18.50795, 13.68547)  -0.227
H (7.45777, 19.72170, 13.25825)  0.331
H (8.90115, 20.24860, 14.06255)  0.461
H (10.32547, 19.78016, 12.08799)  -0.017
H (9.27043, 19.14545, 9.96703)  0.378
H (7.71271, 18.82213, 10.75010)  0.495
H (7.60071, 16.25030, 10.81143)  0.192
H (9.22800, 15.56584, 10.58693)  -0.079
H (8.63847, 16.82059, 9.46516)  0.347
H (7.95934, 21.36177, 11.35379)  0.257
H (9.32858, 21.91523, 12.01533)  0.282
C (17.68252, 14.98858, 16.26419)  -0.711
C (19.04561, 15.39593, 15.75918)  0.932
C (20.04787, 15.49513, 16.87897)  -1.386
O (19.57024, 16.10917, 18.05405)  -0.391
C (19.42496, 17.50037, 17.89812)  -0.311
N (19.65282, 14.47155, 14.81554)  -0.612
H (17.21176, 15.78466, 16.82508)  -0.213
H (17.64510, 14.06200, 16.83053)  0.470
H (17.14590, 14.67886, 15.35396)  0.193
H (18.88875, 16.37840, 15.25120)  0.044
H (21.00648, 15.90515, 16.54863)  0.426
H (20.24826, 14.48055, 17.23337)  0.434
H (19.48745, 17.87453, 18.92815)  0.267
H (18.46315, 17.83508, 17.41465)  -0.086
H (20.34160, 17.88048, 17.38418)  0.347
H (19.62864, 13.50759, 15.14271)  0.254
H (19.37852, 14.53695, 13.85317)  0.229
C (4.10095, 16.48924, 15.34634)  -1.593
C (5.07607, 17.40377, 14.63068)  0.998
C (5.31507, 16.91507, 13.22099)  -0.308
O (5.67404, 15.56281, 13.15538)  -0.465
C (6.87566, 15.22277, 13.79946)  0.211
N (4.62631, 18.79764, 14.46179)  -0.666
H (4.51698, 15.49241, 15.39136)  0.337
H (3.19738, 16.45967, 14.74472)  0.435
H (3.87342, 16.90142, 16.35286)  0.378
H (6.09872, 17.37274, 15.08325)  -0.288
H (6.07328, 17.61215, 12.82825)  -0.129
H (4.43877, 17.02015, 12.60652)  0.494
H (7.12918, 14.19186, 13.53490)  0.295
H (6.73360, 15.22915, 14.88341)  -0.279
H (7.67751, 15.91772, 13.52404)  -0.008
H (3.59826, 18.74916, 14.30361)  0.304
H (4.68078, 19.33464, 15.33631)  0.285
C (20.14373, 17.62812, 9.89734)  -1.406
C (19.72628, 17.33473, 11.32262)  0.835
C (18.21897, 17.33264, 11.54420)  -1.017
O (18.00967, 17.22228, 12.90598)  -0.157
C (16.61584, 17.28640, 13.29088)  -0.679
N (20.25862, 16.02700, 11.68450)  -0.795
H (19.48917, 17.19259, 9.15578)  0.321
H (21.12149, 17.24101, 9.68255)  0.396
H (20.14024, 18.72995, 9.71571)  0.332
H (20.10746, 18.14137, 11.96810)  0.196
H (17.83679, 16.40132, 11.04699)  0.341
H (17.75721, 18.17435, 11.04406)  0.333
H (16.15451, 18.18629, 12.91718)  0.475
H (16.60997, 17.18268, 14.36567)  0.084
H (16.01293, 16.45851, 12.85021)  0.261
H (20.08650, 15.92044, 12.69917)  0.164
H (21.27057, 16.03708, 11.61701)  0.253
C (11.98514, 14.84807, 20.55223)  -0.527
C (11.57759, 13.46762, 21.04728)  0.864
C (10.51779, 13.58531, 22.03508)  -0.985
O (10.85661, 14.40436, 23.16804)  -0.269
C (11.67061, 13.70137, 24.04693)  -0.755
N (11.07263, 12.69388, 19.85788)  -0.381
H (11.18014, 15.33714, 20.00575)  -0.226
H (12.83343, 14.79138, 19.86804)  -0.071
H (12.27341, 15.48142, 21.38907)  0.502
H (12.46457, 13.05338, 21.52794)  -0.048
H (10.22770, 12.59802, 22.40142)  0.480
H (9.63005, 14.01230, 21.58572)  0.138
H (11.03656, 12.99950, 24.67217)  0.277
H (12.21735, 14.43381, 24.62552)  0.300
H (12.45974, 13.09753, 23.55171)  0.290
H (10.70293, 11.78378, 20.20796)  0.272
H (11.86941, 12.54377, 19.26441)  0.180
C (13.76360, 12.40993, 13.69771)  -1.342
C (12.36837, 12.40630, 14.23416)  1.888
C (11.37374, 11.78589, 13.26068)  -1.118
O (11.33962, 12.27876, 11.97923)  -0.456
C (10.61167, 13.48744, 11.82791)  -0.395
N (12.33743, 11.69777, 15.51205)  -0.461
H (14.25260, 11.44323, 13.70099)  0.430
H (14.35355, 13.05879, 14.37462)  0.109
H (13.74945, 12.75220, 12.66248)  0.297
H (12.08683, 13.46124, 14.40515)  -0.970
H (10.34025, 11.90247, 13.69912)  0.388
H (11.61060, 10.72868, 13.26338)  0.399
H (11.18938, 14.39678, 12.06127)  0.196
H (9.74614, 13.38695, 12.52381)  0.197
H (10.26755, 13.47318, 10.78744)  0.214
H (12.70795, 10.75392, 15.40174)  0.287
H (11.41588, 11.61598, 15.90468)  0.268
C (9.79856, 19.23568, 24.14539)  -1.488
C (9.45470, 19.68754, 22.74634)  0.418
C (10.03701, 18.73145, 21.69671)  -0.518
O (9.84564, 19.33459, 20.38002)  -0.600
C (10.02479, 18.33649, 19.38724)  -0.206
N (8.02410, 19.95773, 22.59623)  -0.704
H (10.82082, 18.91710, 24.27095)  0.370
H (9.15864, 18.41192, 24.51032)  0.329
H (9.65622, 20.07918, 24.83029)  0.360
H (10.00396, 20.61338, 22.61203)  0.264
H (9.53982, 17.72182, 21.71887)  0.178
H (11.08594, 18.54593, 21.84352)  0.364
H (9.40859, 17.45008, 19.62655)  0.362
H (11.08614, 18.03126, 19.28377)  0.118
H (9.66073, 18.81134, 18.47393)  0.077
H (7.40048, 19.19192, 22.89956)  0.259
H (7.80884, 20.14823, 21.62622)  0.305
C (15.08836, 18.26793, 18.82552)  -0.201
C (15.68466, 19.60532, 19.33623)  1.326
C (16.40761, 19.38259, 20.64471)  -1.172
O (15.44375, 19.17910, 21.63431)  -0.152
C (16.02963, 19.23434, 22.90284)  -0.878
N (16.62267, 20.15321, 18.34924)  -0.648
H (14.26418, 18.46324, 18.12693)  -0.378
H (14.74477, 17.54620, 19.59769)  0.402
H (15.86218, 17.75503, 18.21977)  -0.427
H (14.90696, 20.33462, 19.52749)  -0.214
H (16.98046, 20.30370, 20.89879)  0.429
H (17.09572, 18.50414, 20.51657)  0.339
H (16.75587, 18.44675, 23.06499)  0.322
H (15.23335, 19.12738, 23.59301)  0.222
H (16.54028, 20.19626, 23.02474)  0.344
H (16.76430, 21.12030, 18.65120)  0.388
H (17.55016, 19.76527, 18.39406)  0.160
C (10.17836, 17.20165, 15.51264)  -0.737
C (11.45854, 16.48883, 15.92570)  2.060
C (12.68307, 17.32041, 15.64556)  -1.580
O (13.96180, 16.68675, 15.83327)  0.169
C (14.12053, 15.45694, 15.18859)  2.010
N (11.43278, 16.07921, 17.35295)  0.723
H (9.88132, 17.99734, 16.18853)  -0.177
H (9.35044, 16.48617, 15.38742)  0.318
H (10.40080, 17.70590, 14.56897)  0.074
H (11.52056, 15.56046, 15.35905)  -0.589
H (12.74821, 18.17887, 16.29684)  -0.090
H (12.62083, 17.64205, 14.60950)  0.013
H (13.87155, 15.59654, 14.08489)  -0.018
H (13.51355, 14.66154, 15.64852)  -0.121
H (15.19038, 15.25361, 15.34695)  -1.482
H (12.33061, 15.59764, 17.48671)  -0.298
H (10.81303, 15.31827, 17.48062)  -0.215
C (12.60524, 17.11866, 10.08948)  -1.369
C (12.94652, 16.87998, 11.56640)  0.131
O (11.85806, 16.98411, 12.45869)  0.621
H (13.54258, 17.28214, 9.54699)  0.451
H (12.06509, 18.06690, 9.99959)  0.247
H (12.05781, 16.26462, 9.67735)  0.258
H (13.75699, 17.52223, 11.94048)  0.139
H (13.38078, 15.85584, 11.65021)  0.135
H (11.04471, 17.11400, 11.96407)  -0.337
C (7.64042, 15.75732, 17.94803)  -0.901
C (8.27497, 14.75016, 18.87121)  0.551
O (9.24058, 13.97586, 18.11877)  -0.602
H (8.46547, 16.40378, 17.55511)  -0.118
H (6.84371, 16.38153, 18.37892)  0.421
H (7.29727, 15.20352, 17.07131)  0.126
H (7.48967, 14.05368, 19.20126)  0.412
H (8.73643, 15.31546, 19.69675)  -0.306
H (9.68460, 13.33929, 18.73016)  0.317
C (13.44923, 21.93391, 18.25115)  -1.417
C (12.39663, 20.90914, 18.66658)  0.718
O (11.42070, 21.59691, 19.46981)  -0.682
H (13.80243, 22.44780, 19.16880)  0.312
H (13.03812, 22.70226, 17.60048)  0.437
H (14.27363, 21.45845, 17.73016)  0.351
H (12.93303, 20.16216, 19.25869)  -0.031
H (11.88338, 20.44155, 17.79461)  0.056
H (10.72140, 20.93943, 19.66332)  0.396
C (14.99821, 11.76772, 19.13536)  -1.333
C (14.74614, 12.94966, 18.10507)  -0.062
O (13.37651, 13.22788, 18.00084)  0.068
H (14.61045, 10.82608, 18.77176)  0.328
H (14.52524, 12.00534, 20.06366)  0.193
H (16.06332, 11.60340, 19.37150)  0.424
H (15.20369, 12.72483, 17.14491)  0.198
H (15.29201, 13.83807, 18.45817)  0.253
H (13.01360, 12.62059, 17.36049)  -0.058